1.
Below is 2 unconnected molecules or ions with the total composition C14H16O in a non-equilibrium geometry, with properties calculated with ωB97M-V/def2-TZVPD.

2S+1: 2
relative energy (zero: lowest compared OMol25 entry of this formula, charge and spin): 19.14 kcal/mol
HOMO energy (spin up / spin down): 0.912 / -3.384 eV
net charge: -1
E_LUMO (spin up / spin down): 0.113 / 0.109 Eh

```
31
Properties=species:S:1:pos:R:3:forces:R:3:nbo_charge:R:1
C -2.7117 1.7607 2.9782 1.1133 1.7459 1.4214 -0.647
C -0.8775 2.3219 -0.2605 1.5218 -0.4871 -0.8085 -0.196
C -1.8656 2.0319 0.6641 0.0917 0.3603 -0.1638 -0.241
C 0.3976 2.6698 0.1638 -0.4677 0.3551 1.7477 -0.224
C -1.5864 2.0643 2.0195 -0.5441 -0.3160 -0.0595 -0.017
C 0.6192 2.8316 1.5444 0.4440 -0.1524 -0.0854 -0.189
C -0.3038 2.4079 2.4849 -1.1225 -0.2681 -0.8891 -0.241
H -0.9334 2.1492 -1.3299 -0.7375 -0.0495 0.0604 0.222
H -2.8567 1.7554 0.3357 -0.0926 -0.0398 -0.0792 0.212
H 1.2746 2.7515 -0.4519 -0.1813 0.2924 -0.6192 0.215
H 1.5449 3.2986 1.8636 0.2364 -0.5055 0.0849 0.198
H -3.6832 1.5338 2.5632 0.1317 -0.7481 -0.1851 0.222
H -2.8851 2.6891 3.5614 -0.1123 -0.0322 -0.3980 0.205
H -0.0999 2.1998 3.5256 0.2811 0.6639 0.1805 0.205
H -2.3075 1.1604 3.7926 -0.5653 -0.9113 -0.2274 0.218
C 3.2189 -2.8233 -2.2619 0.2898 -1.2801 -1.1914 -0.615
C -0.6633 -1.6037 -0.9104 0.9955 -0.3978 0.3473 0.283
C 0.3105 -1.9717 -0.0096 0.2249 0.0611 1.0456 -0.401
C -0.3995 -1.6794 -2.2777 -1.6516 0.8313 -0.0736 -0.441
C 1.6213 -2.3306 -0.4506 -0.0957 -0.2841 -1.9580 -0.409
C 0.8471 -2.1539 -2.7684 -0.3834 -0.2609 0.0825 -0.310
C 1.8116 -2.4957 -1.8671 1.2212 0.8217 1.5168 -0.047
O -1.9123 -1.2161 -0.4370 -0.6575 0.1079 -0.5613 -0.736
H 0.1256 -2.0268 1.0596 -0.3982 0.1593 -0.0213 0.176
H -1.8037 -0.5609 0.2584 0.3472 -0.1140 0.0668 0.467
H -1.1483 -1.2646 -2.9505 0.0617 -0.1560 -0.0299 0.178
H 2.4977 -2.4246 0.1725 -0.1303 -0.0466 0.3645 0.173
H 0.9336 -2.2204 -3.8475 0.4918 -0.1015 0.0177 0.177
H 3.4294 -3.9086 -2.1847 -0.1811 0.2246 0.0041 0.185
H 4.0031 -2.3698 -1.6621 -0.1573 0.4569 0.2359 0.190
H 3.4029 -2.5760 -3.3178 0.0260 0.0703 0.1745 0.188
```
Positions in Å, forces in eV/Å.

2.
Below is 3 unconnected molecules or ions with the total composition C2HNO3 in a non-equilibrium geometry, with properties calculated with ωB97M-V/def2-TZVPD.

relative energy (zero: lowest compared OMol25 entry of this formula, charge and spin): 115.81 kcal/mol
HOMO energy: 1.913 eV
net charge: -2
E_LUMO: 0.209 Eh

```
7
Properties=species:S:1:pos:R:3:forces:R:3:nbo_charge:R:1
C -1.3660 -1.8628 0.4907 0.5915 -2.0063 -1.8406 0.461
C -1.8002 0.6996 -0.1109 -0.0823 1.8199 0.0725 0.756
N -1.5029 1.2653 -1.1965 -0.0620 -0.9638 -2.0634 -0.387
O -2.2937 -0.1671 0.5860 -0.9977 0.1258 0.6163 -0.691
O -1.4034 -2.1736 -0.6301 0.1392 0.3677 1.7158 -0.601
O -1.2821 1.9412 0.1901 0.3044 0.6582 1.4910 -0.537
H 9.6482 0.2974 0.6708 0.1068 -0.0016 0.0082 -1.000
```
Positions in Å, forces in eV/Å.

3.
Below is a gas-phase ion, CH5BNO4S (charge -1) in a non-equilibrium geometry, with properties calculated with ωB97M-V/def2-TZVPD.

relative energy (zero: lowest compared OMol25 entry of this formula, charge and spin): 43.01 kcal/mol
HOMO energy: -4.872 eV
net charge: -1
E_LUMO: 0.132 Eh

```
13
Properties=species:S:1:pos:R:3:forces:R:3:nbo_charge:R:1
B -0.9548 -0.1541 0.2695 0.0165 1.1221 -1.2536 0.949
C -0.1451 -0.0548 -1.2904 2.1067 1.8495 1.2424 -0.344
N 1.7424 0.8577 -0.6289 -1.5644 -4.0795 -0.2519 -0.961
O 2.6506 0.4307 1.7724 -1.1129 -0.0109 -0.1742 -0.991
O 0.1482 0.0919 1.2075 1.8843 0.4938 1.3441 -0.921
O -1.3911 -1.5172 0.3745 -3.3979 1.4218 0.3565 -0.937
O -2.0329 0.8295 0.4932 2.2640 0.2055 -1.0596 -0.937
S 1.7141 -0.1598 0.7887 -0.5264 0.9887 -1.7561 1.567
H 0.3577 -0.9789 -1.5468 0.1971 -0.3348 -0.0461 0.150
H -0.2698 0.5014 -2.2366 -0.2667 0.0523 0.6863 0.179
H 1.6105 1.7675 -0.2694 -0.7588 1.5731 0.5332 0.332
H -0.6445 -2.0125 0.2489 2.7140 -2.2577 -0.3103 0.455
H -2.7854 0.3987 0.8174 -1.5558 -1.0236 0.6893 0.461
```
Positions in Å, forces in eV/Å.

4.
Below is a molecular structure, C6H14NO3 in a non-equilibrium geometry, with properties calculated with ωB97M-V/def2-TZVPD.

relative energy (zero: lowest compared OMol25 entry of this formula, charge and spin): 16.29 kcal/mol
HOMO energy: -13.895 eV
net charge: +1
E_LUMO: -0.119 Eh

```
24
Properties=species:S:1:pos:R:3:forces:R:3:nbo_charge:R:1
C -2.6006 0.9994 -0.1242 0.0205 1.3347 1.0674 -0.437
C -1.1168 1.3385 -0.0027 0.7745 -1.8884 -1.2782 -0.438
C -2.6079 -0.4948 -0.3920 -3.6630 -0.5248 2.1619 -0.087
C -0.5048 0.0128 0.4722 -0.7236 1.1292 1.3063 0.240
C 1.1172 -1.6773 0.2789 1.9531 1.6632 1.6860 -0.452
C 2.2293 0.6941 -0.3201 -0.3669 -2.7447 2.2359 0.636
N 0.6900 -0.4137 -0.2916 1.4535 0.7293 0.7890 -0.480
O -1.4717 -0.9739 0.3349 -0.5590 -0.5937 -0.7200 -0.525
O 3.0287 0.1672 -1.2281 -1.0585 0.7072 -0.9074 -0.642
O 2.5736 0.6459 0.9546 2.4864 -2.2291 1.7524 -0.660
H -2.9913 1.1682 0.9377 0.0629 -0.1209 -1.6009 0.226
H -3.0844 1.6948 -0.8442 -0.0319 -0.8423 0.5153 0.252
H -0.5565 1.6020 -0.8856 -0.4780 -0.0145 -1.2384 0.192
H -0.8628 2.1486 0.5867 0.0457 1.4652 1.8773 0.236
H -3.6082 -0.9639 0.1304 2.5855 0.9654 -1.0949 0.212
H -2.7431 -0.8051 -1.4161 0.9110 -0.0965 -0.5307 0.198
H -0.2988 0.0614 1.5853 0.6232 -0.1570 -1.3246 0.208
H 1.2391 -1.4691 1.3878 0.9926 -0.0519 -1.1644 0.217
H 0.3524 -2.3360 0.4228 -2.1846 -2.0704 -0.8513 0.259
H 1.9725 -2.0639 -0.2640 0.0594 -0.2957 0.2905 0.220
H 1.7641 1.6069 -0.4573 -0.8338 1.7108 -1.2542 0.192
H 0.5725 -0.4534 -1.2807 -0.8693 -0.2892 -0.8840 0.413
H 3.7677 -0.2865 -0.8397 0.6952 -0.4639 0.3207 0.510
H 3.1399 -0.2025 1.2550 -1.8950 2.6778 -1.1536 0.510
```
Positions in Å, forces in eV/Å.

5.
Below is a gas-phase ion, C5H10FN2 (charge +1) in a non-equilibrium geometry, with properties calculated with ωB97M-V/def2-TZVPD.

relative energy (zero: lowest compared OMol25 entry of this formula, charge and spin): 89.58 kcal/mol
HOMO energy: -14.444 eV
net charge: +1
E_LUMO: -0.127 Eh

```
18
Properties=species:S:1:pos:R:3:forces:R:3:nbo_charge:R:1
C -2.1162 0.2253 -0.5339 1.7136 -1.3898 -0.0283 0.368
C 0.9796 1.0612 0.3355 1.6194 2.0831 -1.1697 -0.403
C 1.6813 -0.2736 0.3766 0.9548 -0.9436 0.0501 -0.526
C 0.0830 1.0241 -0.9208 3.1104 0.5918 -1.4222 -0.260
C 0.6230 -1.2716 0.2886 -3.1506 -1.5872 -3.3596 0.463
N -0.5457 -0.2686 -0.6949 -1.5965 -0.5810 0.1738 -0.552
N -2.4444 -0.0001 0.6922 -2.8873 -0.6770 0.1617 -0.769
F 0.8156 -2.3939 -0.5667 0.0039 2.2891 1.4591 -0.329
H 0.3091 1.2131 1.1555 -0.0123 0.1830 0.9614 0.216
H 1.7867 1.8528 0.2884 -1.2724 -0.5422 0.2475 0.262
H 2.4104 -0.4646 -0.4454 -0.6719 0.4257 0.2875 0.269
H 2.2407 -0.4959 1.2781 0.1472 0.3932 0.4224 0.277
H -0.6093 1.8880 -1.1441 0.6063 -1.1396 0.7173 0.275
H 0.7766 0.9192 -1.8402 -1.1256 0.3477 1.3067 0.224
H -0.0360 -1.6641 1.0647 0.6755 0.4200 0.4085 0.197
H -0.5088 -0.7820 -1.5611 -0.4785 -0.4106 -0.3847 0.435
H -3.4968 0.0067 0.8794 1.9145 0.6213 -0.1719 0.452
H -1.9487 -0.5761 1.3483 0.4496 -0.0837 0.3404 0.400
```
Positions in Å, forces in eV/Å.

6.
Below is 3 unconnected molecules or ions with the total composition C16H25N4O6, with properties calculated with ωB97M-V/def2-TZVPD.

HOMO energy: -11.561 eV
net charge: +1
E_LUMO: -0.162 Eh

```
51
Properties=species:S:1:pos:R:3:forces:R:3:nbo_charge:R:1
C -2.8135 -2.7993 -5.2854 0.0139 -0.2597 0.0786 -0.205
C -2.2001 -1.5619 -5.1984 -0.0736 0.0138 -0.0760 -0.212
C -0.9983 -1.4193 -4.5184 0.1059 -0.1213 0.0545 -0.186
C -0.3920 -2.5175 -3.9099 -0.1274 0.1476 0.0397 -0.037
C 0.9419 -2.4382 -3.1907 -0.2425 0.0877 -0.2345 -0.420
C 1.2867 -1.0661 -2.5799 0.5482 -0.2544 0.0832 -0.421
C 1.6340 -1.1530 -1.0806 -0.0034 -0.0659 -0.1240 -0.225
N 0.8301 -0.2111 -0.2734 -0.1859 -0.0633 0.1077 0.090
N -0.4311 -0.3686 -0.0595 0.0327 0.1667 0.1060 0.071
N -0.8747 0.6483 0.6592 0.4274 0.1093 -0.1497 -0.208
C 0.1670 1.4445 0.8802 -0.2259 -0.0787 0.0064 0.216
N 1.2419 0.9152 0.3031 0.1318 0.0938 -0.0547 -0.292
C -1.0231 -3.7541 -3.9962 -0.0791 -0.0430 0.0098 -0.215
C -2.2237 -3.9002 -4.6751 0.0994 0.0928 -0.0116 -0.187
H -3.7428 -2.9173 -5.8262 -0.0117 0.0491 0.0175 0.225
H -2.6654 -0.7090 -5.6749 0.0771 0.0550 0.0254 0.221
H -0.5360 -0.4406 -4.4871 0.0241 0.0159 -0.0294 0.192
H 1.7215 -2.7115 -3.9048 0.0423 -0.0143 0.0606 0.235
H 0.9489 -3.2147 -2.4235 0.0532 0.0179 0.0190 0.211
H 2.1759 -0.6814 -3.0793 -0.1437 0.2074 -0.0632 0.233
H 0.4870 -0.3458 -2.7292 -0.0867 -0.0256 0.0323 0.232
H 1.4110 -2.1322 -0.6621 -0.0366 0.0116 0.0071 0.256
H 2.6816 -0.9332 -0.8835 -0.0382 0.0864 0.1110 0.236
H 0.1691 2.3718 1.4316 -0.0361 -0.0469 -0.0079 0.269
H 2.2029 1.2469 0.2655 0.0541 0.0163 -0.0143 0.483
H -0.5694 -4.6177 -3.5224 -0.0044 -0.0016 -0.0085 0.212
H -2.6880 -4.8758 -4.7244 -0.0483 0.0181 -0.0313 0.224
C -3.4365 -0.6089 1.8319 -0.0513 -0.1235 -0.0730 -0.254
O -4.3751 -1.2552 2.6894 -0.0324 0.0098 -0.0229 -0.493
C -4.6468 -0.5633 3.8003 -0.0068 -0.0273 0.0004 0.979
O -4.1545 0.4960 4.0953 0.0194 0.0194 0.0190 -0.651
O -5.5362 -1.2421 4.5102 -0.0041 -0.0157 -0.0119 -0.485
C -5.9267 -0.6129 5.7379 -0.0737 -0.0189 0.0919 -0.256
H -3.2977 -1.2707 0.9807 -0.0431 -0.0431 0.0346 0.194
H -3.8216 0.3508 1.4927 0.0479 0.0450 0.0492 0.195
H -2.4930 -0.4646 2.3505 0.0010 0.0614 0.0460 0.180
H -6.3867 0.3529 5.5413 0.0430 0.0249 -0.0107 0.196
H -5.0668 -0.4873 6.3922 0.0199 0.0390 -0.0246 0.193
H -6.6478 -1.2827 6.1947 0.0045 -0.0292 -0.0367 0.203
C 6.1892 5.2626 0.7817 0.0780 0.0961 -0.0722 -0.258
O 5.7519 4.7545 2.0521 -0.0250 -0.0591 -0.0021 -0.470
C 4.9148 3.7407 1.9947 0.0006 0.1041 0.1403 0.989
O 4.4836 3.2147 0.9918 -0.0633 -0.0305 -0.1135 -0.692
O 4.5907 3.3730 3.2398 0.0957 -0.0280 -0.2162 -0.476
C 3.7169 2.2545 3.2520 -0.1947 -0.1713 0.0799 -0.249
H 6.8628 6.0808 1.0109 -0.0076 -0.0089 0.0483 0.212
H 6.7150 4.4903 0.2254 -0.0361 -0.0279 -0.0045 0.196
H 5.3410 5.6271 0.2069 -0.0192 -0.0398 -0.0048 0.194
H 4.1992 1.3941 2.7885 -0.0335 -0.0286 0.0004 0.186
H 2.8106 2.5129 2.7002 -0.0809 -0.1289 0.0804 0.156
H 3.4726 2.0246 4.2840 0.0946 0.1663 0.0491 0.215
```
Positions in Å, forces in eV/Å.

7.
Below is C4H5NO in the gas phase in a non-equilibrium geometry, with properties calculated with ωB97M-V/def2-TZVPD.

relative energy (zero: lowest compared OMol25 entry of this formula, charge and spin): 61.30 kcal/mol
HOMO energy: -8.050 eV
net charge: 0
SMILES: Oc1ccc[nH]1
E_LUMO: 0.025 Eh

```
11
Properties=species:S:1:pos:R:3:forces:R:3:nbo_charge:R:1
O 2.1331 0.3659 0.1506 0.1609 0.3185 0.0007 -0.684
C 0.8206 0.1408 -0.1352 -0.0182 -0.0078 -0.6266 0.387
C 0.1740 -1.0167 -0.3884 1.0420 0.3498 -0.4408 -0.333
C -1.2279 -0.8208 -0.2051 0.9252 0.0207 0.6830 -0.410
C -1.3852 0.5649 -0.0779 0.1867 -0.0683 0.4916 -0.047
N -0.1283 1.1326 -0.0631 0.1126 -0.0121 0.0608 -0.522
H 2.2986 -0.1142 0.9761 0.1726 0.2196 -0.3481 0.490
H 0.5886 -1.9534 -0.7025 0.3814 -0.3543 0.5893 0.222
H -1.1573 -1.6476 0.5567 -2.8525 0.1695 -0.6651 0.269
H -2.2388 1.2378 -0.0118 0.1504 -0.5139 0.2049 0.210
H 0.1225 2.1108 -0.0994 -0.2611 -0.1216 0.0503 0.418
```
Positions in Å, forces in eV/Å.

Quick rundown of energy, same order as above: -618.23686 -357.07921 -819.93387 -517.16777 -405.51826 -1294.84025 -285.31690 Eh